1.
99
Properties=species:S:1:pos:R:3:forces:R:3:lowdin_charge:R:1 method="wB97M-V/def2-TZVPD" relative_energy_kj_mol=282.92 orbital_gap_ev="3.818 / 3.824" e_homo_ev="-9.555 / -9.555" e_lumo_ev="-5.738 / -5.731" total_charge=+1
Pb 0.81071 -1.14057 0.52497 0.342 -0.963 0.823 1.53
C 6.22503 -0.00687 0.39443 -0.047 0.045 0.020 -0.04
C 4.81909 -0.57029 0.54105 0.136 0.009 -0.102 -0.59
O 4.86856 -1.79776 1.25706 0.134 -0.044 0.012 -0.03
P 3.71733 0.53882 1.47584 0.047 -0.016 0.074 0.50
O 3.56951 1.84003 0.62296 -0.023 0.086 0.133 -0.12
O 4.44906 1.07042 2.76519 -0.020 -0.093 0.121 -0.05
O 2.45016 -0.18899 1.84513 -0.054 0.118 -0.335 -0.35
P 3.93798 -0.78531 -1.05521 -0.051 -0.215 0.214 0.36
O 4.98948 -1.56010 -1.95791 -0.051 -0.135 -0.057 -0.08
O 3.58197 0.55033 -1.62976 0.014 0.049 -0.038 -0.29
O 2.80500 -1.72106 -0.64248 -0.200 0.322 -0.458 -0.39
H 6.68486 0.10907 1.37466 0.008 -0.007 0.011 0.09
H 6.20715 0.96416 -0.09991 0.003 0.016 -0.013 0.09
H 6.82366 -0.69392 -0.20008 -0.004 -0.017 0.007 0.09
H 4.17353 -2.37284 0.90562 -0.047 0.021 0.052 0.08
H 3.55312 1.57522 -0.34767 -0.024 -0.039 -0.110 0.05
H 4.34469 0.48115 3.52528 -0.004 0.029 0.041 0.12
H 4.87594 -1.39150 -2.90094 0.071 0.027 -0.034 0.10
C 0.83647 -4.97213 2.57262 0.315 0.044 0.027 -0.03
C -0.09861 -5.70746 1.86056 -0.035 -0.027 0.007 -0.05
C -0.53118 -5.28993 0.61494 0.097 -0.099 -0.288 -0.01
C -0.04915 -4.10310 0.04519 -0.182 -0.617 0.183 -0.17
C 0.82479 -3.41801 0.83832 -0.188 1.507 -0.033 -0.15
C 1.31712 -3.76758 2.06207 -0.081 -0.613 0.067 -0.10
C -0.42066 -3.65924 -1.32275 -0.052 -0.139 0.252 -0.22
C -1.00157 -4.55473 -2.25648 -0.022 0.094 -0.004 0.02
C -1.33851 -4.08097 -3.48607 -0.004 0.001 -0.016 0.02
C -1.04795 -2.73908 -3.83545 0.014 -0.067 -0.046 -0.15
C -1.33115 -2.19581 -5.11105 0.004 -0.018 0.021 -0.02
C -0.92682 -0.93042 -5.42321 0.030 0.037 0.029 -0.06
C -0.21189 -0.16170 -4.47653 -0.032 -0.029 -0.044 -0.05
C 0.05008 -0.64976 -3.22733 -0.021 0.040 -0.043 -0.02
C -0.38935 -1.94587 -2.87658 0.146 -0.113 -0.009 -0.21
N -0.14044 -2.42645 -1.62227 -0.036 0.877 -0.272 0.11
H 1.17988 -5.30426 3.54249 0.004 -0.052 0.011 0.12
H -0.49298 -6.62237 2.27972 -0.026 0.002 0.020 0.12
H -1.25124 -5.88559 0.07113 -0.021 -0.037 0.028 0.11
H 2.01218 -3.15707 2.61732 -0.087 0.101 0.074 0.12
H -1.15715 -5.59058 -2.00022 -0.029 -0.008 0.020 0.11
H -1.79480 -4.73348 -4.22030 -0.024 0.007 -0.007 0.13
H -1.86123 -2.80357 -5.83343 0.021 -0.017 -0.020 0.12
H -1.13311 -0.51804 -6.40103 -0.004 0.004 -0.017 0.11
H 0.14713 0.82099 -4.75375 -0.018 0.018 -0.003 0.10
H 0.60868 -0.06400 -2.50936 0.008 -0.036 0.028 0.08
C -5.45854 0.97228 2.08880 0.003 0.037 -0.058 -0.03
C -4.03258 0.63846 2.45658 -0.124 -0.101 0.093 -0.41
C -3.70877 0.82877 3.91597 0.057 0.113 -0.037 -0.04
O -3.14937 1.55270 1.69047 0.014 0.025 0.212 -0.16
P -2.29193 1.00608 0.51944 -0.069 -0.048 0.037 0.48
O -1.38499 -0.12895 0.84778 0.060 -0.385 -0.264 -0.33
C -1.35942 2.45862 -0.00139 -0.062 -0.142 -0.216 -0.17
P 0.39564 2.17765 0.23192 -0.138 0.138 0.221 0.48
O 0.80571 0.86428 -0.40956 0.151 -0.147 0.191 -0.35
O 1.14113 3.42950 -0.29073 0.163 -0.105 -0.240 -0.15
C 1.41794 3.90520 -1.65811 0.056 0.184 -0.080 -0.38
C 0.46934 5.04619 -1.94791 -0.041 -0.005 0.032 -0.03
C 1.36586 2.80161 -2.68842 -0.103 -0.097 0.045 -0.05
O 0.63247 2.13949 1.75568 0.070 -0.112 0.029 -0.17
C 0.55294 3.30581 2.65908 -0.085 0.184 0.161 -0.39
C -0.23413 2.85460 3.86401 0.058 -0.013 -0.046 -0.03
C 1.95941 3.75347 2.97318 0.063 -0.062 -0.068 -0.02
O -3.32109 0.66628 -0.61691 -0.101 -0.061 0.045 -0.15
C -3.08980 -0.43312 -1.55197 0.037 -0.052 -0.196 -0.43
C -3.77666 -0.05887 -2.84455 -0.031 0.034 0.038 -0.02
C -3.59693 -1.72455 -0.95269 -0.014 -0.015 0.037 -0.02
H -6.13434 0.28183 2.59311 -0.005 0.003 0.018 0.09
H -5.61679 0.89156 1.01393 -0.006 -0.021 -0.006 0.08
H -5.70316 1.98722 2.40258 -0.002 0.008 0.014 0.09
H -3.79319 -0.38767 2.16185 0.075 0.058 -0.078 0.14
H -3.92099 1.85606 4.21745 -0.035 0.001 0.010 0.10
H -2.66250 0.60849 4.12253 -0.004 -0.050 0.018 0.02
H -4.31882 0.15548 4.51783 -0.012 -0.001 0.000 0.10
H -1.67455 3.32338 0.58420 0.021 0.039 -0.035 0.10
H -1.57647 2.64908 -1.05442 0.036 0.046 -0.001 0.09
H 2.43564 4.28851 -1.58265 -0.008 -0.059 0.061 0.15
H -0.56086 4.69312 -2.02300 -0.012 -0.011 -0.011 0.08
H 0.73591 5.50774 -2.89825 0.008 0.004 -0.006 0.09
H 0.52401 5.80602 -1.17047 0.006 0.014 0.015 0.09
H 0.35280 2.39733 -2.78036 -0.030 0.055 -0.034 0.07
H 2.04476 1.98346 -2.45553 0.060 0.021 0.005 0.05
H 1.64654 3.22874 -3.65157 -0.009 -0.008 -0.010 0.10
H 0.01689 4.10379 2.13476 0.035 -0.063 -0.106 0.14
H 0.24349 1.99114 4.32638 -0.011 -0.010 0.020 0.04
H -1.25040 2.57620 3.58844 -0.039 -0.011 0.002 0.07
H -0.27781 3.66087 4.59640 -0.009 0.026 -0.009 0.10
H 2.47027 2.99917 3.57135 0.000 -0.005 0.029 0.09
H 1.92472 4.68523 3.53715 -0.003 -0.009 0.038 0.10
H 2.53302 3.91495 2.06185 -0.013 0.041 -0.005 0.08
H -2.01597 -0.50034 -1.71804 -0.003 0.052 0.049 0.10
H -4.85690 -0.01364 -2.70478 -0.019 -0.006 -0.002 0.09
H -3.55155 -0.80432 -3.60758 -0.003 -0.012 -0.003 0.08
H -3.43411 0.91216 -3.20055 0.032 0.003 -0.018 0.09
H -4.65931 -1.64123 -0.71931 -0.021 -0.011 -0.019 0.10
H -3.05267 -1.97799 -0.04285 0.012 0.007 0.010 0.08
H -3.46400 -2.53451 -1.67251 -0.003 -0.012 -0.001 0.09
Se -0.44889 -0.59778 5.56798 0.106 -0.108 -0.138 0.56
C -0.10109 -1.08742 3.89325 -0.028 0.072 0.099 -0.90
N 0.12470 -1.45193 2.80338 -0.090 0.520 -0.165 -0.04

***

2.
84
Properties=species:S:1:pos:R:3:forces:R:3:lowdin_charge:R:1 method="wB97M-V/def2-TZVPD" orbital_gap_ev=6.252 e_homo_ev=-9.874 e_lumo_ev=-3.622 total_charge=+1
Pd -0.05174 0.17631 0.19484 -0.842 -0.098 0.075 1.08
C -2.19438 -2.01737 2.42242 -0.020 0.031 -0.015 -0.20
C -1.14749 -1.75015 3.50884 0.047 -0.032 0.014 -0.15
C 0.10484 -0.97110 3.07231 0.040 -0.040 -0.063 -0.23
N -0.18806 0.16318 2.21012 0.117 0.192 0.159 -0.10
C -0.64582 1.29851 2.74787 -0.042 0.000 -0.058 -0.23
C -0.70408 1.51092 4.13850 -0.037 -0.026 -0.026 -0.01
C -1.29914 2.50638 4.89362 0.039 -0.021 0.008 -0.05
C -2.08069 3.57866 4.50296 -0.023 0.028 -0.031 -0.08
C -2.37410 3.92015 3.19621 -0.021 0.009 0.042 -0.06
C -1.90213 3.38225 2.01142 0.070 -0.011 -0.013 0.00
C -1.01677 2.31705 1.76078 -0.075 0.041 0.072 -0.22
N -0.53980 2.08739 0.53727 0.040 -0.018 0.043 -0.11
C -0.87606 2.99865 -0.54260 -0.022 -0.033 -0.024 -0.22
C 0.05224 2.79916 -1.71748 0.111 -0.085 -0.017 -0.17
C -0.21004 1.54944 -2.54603 0.070 -0.099 0.020 -0.21
N -0.38730 0.31892 -1.77284 -0.143 0.131 0.126 -0.09
C -1.21000 -0.64373 -2.20548 -0.063 -0.085 -0.019 -0.20
C -2.14390 -0.43902 -3.23976 0.154 -0.012 -0.037 0.00
C -2.88413 -1.31662 -4.00869 -0.052 -0.026 -0.006 -0.06
C -2.89900 -2.69948 -4.00024 -0.010 0.016 -0.015 -0.08
C -2.25139 -3.49139 -3.07274 0.019 -0.012 0.023 -0.06
C -1.53643 -3.13378 -1.94113 -0.003 0.039 0.017 0.00
C -1.16220 -1.88427 -1.41178 0.009 0.015 -0.037 -0.22
N -0.65249 -1.74444 -0.18296 0.238 -0.019 -0.321 -0.09
C -0.56262 -2.91180 0.68615 -0.090 0.085 0.179 -0.24
C -1.84998 -3.15845 1.46807 0.037 -0.038 -0.019 -0.16
H -3.14320 -2.24803 2.90960 0.013 -0.029 0.008 0.11
H -2.36884 -1.10289 1.84878 -0.021 0.009 0.021 0.10
H -1.62534 -1.20952 4.32862 -0.017 0.043 -0.035 0.11
H -0.80733 -2.70077 3.93313 -0.021 0.005 0.032 0.12
H 0.66150 -0.65825 3.95844 0.013 0.018 0.021 0.11
H 0.80590 -1.60589 2.54241 -0.205 0.209 0.124 0.05
H -0.22317 0.75111 4.73594 -0.001 -0.019 0.001 0.10
H -1.15725 2.39436 5.96292 -0.011 0.003 0.001 0.12
H -2.50969 4.19184 5.28399 0.003 -0.007 0.006 0.11
H -3.05443 4.75478 3.06812 0.004 0.003 0.001 0.12
H -2.28184 3.87092 1.12573 -0.008 -0.002 0.048 0.09
H -1.92304 2.85914 -0.84489 -0.004 0.026 -0.007 0.14
H -0.77648 4.02784 -0.18720 0.060 -0.002 -0.027 0.12
H -0.01402 3.65877 -2.38640 -0.031 -0.017 -0.015 0.13
H 1.06366 2.79773 -1.32062 0.161 -0.040 -0.011 0.07
H -1.06732 1.72928 -3.18983 0.004 0.159 0.137 0.10
H 0.63496 1.40551 -3.22225 0.056 -0.040 -0.072 0.12
H -2.30094 0.59851 -3.49872 -0.028 -0.113 -0.052 0.10
H -3.51751 -0.84055 -4.74886 0.004 0.004 -0.002 0.12
H -3.47903 -3.19734 -4.76562 -0.004 -0.003 0.006 0.11
H -2.35242 -4.56187 -3.21238 -0.009 0.001 -0.004 0.12
H -1.22938 -3.98528 -1.35409 -0.004 -0.004 0.022 0.10
H -0.25221 -3.80062 0.13514 -0.057 -0.025 0.018 0.11
H 0.23454 -2.74386 1.39589 -0.080 -0.039 -0.138 0.06
H -2.67842 -3.32663 0.77502 0.004 0.021 -0.010 0.11
H -1.72276 -4.08418 2.03806 -0.005 0.003 -0.002 0.12
C 2.88467 0.58371 -1.72966 -0.050 -0.034 0.085 -0.17
Si 2.43559 0.05342 0.00954 0.351 -0.060 0.013 0.83
C 3.05166 -1.77317 0.10993 0.008 0.008 -0.053 -0.60
C 2.96599 -2.46955 1.47062 0.017 -0.026 -0.012 -0.08
C 2.32274 -2.61258 -0.95120 -0.038 -0.053 -0.007 -0.09
C 4.55027 -1.80436 -0.28189 -0.011 -0.012 -0.003 -0.09
C 3.15385 1.32430 1.25140 0.055 -0.028 0.007 -0.62
C 2.91128 1.01545 2.72940 -0.049 0.014 0.022 -0.08
C 2.66626 2.74771 0.96209 -0.002 0.029 -0.037 -0.09
C 4.68285 1.33238 1.01292 -0.040 0.027 -0.008 -0.08
H 3.96103 0.42525 -1.82402 -0.018 0.028 -0.005 0.04
H 2.70838 1.62957 -1.95062 -0.128 0.132 -0.017 0.03
H 2.40126 -0.03548 -2.48170 -0.077 0.015 -0.039 0.04
H 1.94666 -2.62426 1.80952 0.244 -0.079 -0.053 0.04
H 3.50815 -1.93072 2.24765 -0.006 0.015 0.005 0.08
H 3.42295 -3.45973 1.38571 0.015 -0.004 -0.003 0.10
H 1.24425 -2.62097 -0.81786 0.238 0.010 -0.086 0.03
H 2.68127 -3.64415 -0.88782 0.023 -0.004 -0.012 0.10
H 2.53630 -2.26122 -1.96205 0.003 0.018 0.000 0.08
H 5.19706 -1.39555 0.48899 0.021 0.046 0.027 0.07
H 4.77289 -1.31036 -1.22623 -0.017 -0.019 0.021 0.07
H 4.82835 -2.85536 -0.40169 -0.004 0.000 -0.001 0.10
H 1.85588 1.08593 2.98529 0.096 0.003 0.004 0.05
H 3.44678 1.75177 3.33580 0.018 -0.004 -0.002 0.10
H 3.27686 0.03019 3.01958 -0.011 -0.014 -0.006 0.07
H 1.59655 2.86505 1.11842 -0.004 -0.016 0.015 0.06
H 2.90578 3.06522 -0.05528 0.010 -0.010 -0.003 0.08
H 3.18432 3.43266 1.63948 -0.006 0.008 -0.002 0.10
H 5.16775 0.41218 1.32468 -0.001 -0.073 0.028 0.07
H 5.10675 2.13678 1.62044 0.000 0.006 -0.013 0.10
H 4.95183 1.53728 -0.02435 0.001 -0.018 -0.012 0.08